Computed, not measured: a 10-piece molecular cluster, C52H122N6O10 overall, with the ωB97M-V functional and the def2-TZVPD basis.

Structure (XYZ):
```
190
Properties=species:S:1:pos:R:3:mulliken_charge:R:1
H 2.903 -1.283 -2.532 0.40
C 0.227 4.295 -5.922 -2.12
H 2.822 7.091 8.413 0.44
C 5.845 7.004 8.052 -1.13
C 4.526 2.948 8.800 -1.97
C 5.876 -0.251 -8.135 -0.33
H 4.310 0.799 -9.015 0.24
H 2.088 7.116 -0.184 0.33
H -7.539 3.046 -3.467 0.36
H 0.916 5.645 -10.403 0.43
H -3.938 0.132 1.533 0.20
C -4.276 -8.835 -0.133 -0.79
C -3.673 -6.614 -2.511 -1.76
H 4.347 -9.591 6.308 0.40
H 3.653 -8.018 2.949 0.26
H 1.084 -1.484 -0.586 0.35
H -3.015 0.135 -7.404 0.25
H -5.332 -0.322 3.229 0.25
H 2.524 -6.195 2.459 0.28
H -1.813 -0.634 -6.511 0.28
H 3.837 -5.402 3.049 0.43
H 5.191 -7.962 3.880 0.41
H 3.826 -8.209 7.381 0.43
C -1.171 5.056 -9.930 -1.13
H -5.167 -5.835 2.247 0.43
C 2.416 -5.655 4.718 1.55
H -6.570 -4.850 1.729 0.36
C 2.127 0.352 -0.336 -0.76
H -6.289 2.320 -4.395 0.29
H -0.454 4.204 -5.076 0.50
H -7.691 -7.040 -0.245 0.48
C 2.758 -5.432 3.201 -1.77
H 0.575 6.598 -0.316 0.29
C 5.271 4.064 7.982 1.40
H -4.052 3.961 0.502 0.33
H -2.716 -6.527 -3.026 0.44
H -3.782 -9.739 0.223 0.38
C 6.979 6.018 8.147 -0.56
H -4.866 -9.010 -1.033 0.27
C -3.491 4.328 -9.026 -1.79
H -2.405 -0.924 3.928 0.27
H 2.675 7.352 2.629 0.29
H 0.211 6.732 -9.395 0.33
H -4.554 -3.886 -0.116 0.30
H 5.243 2.627 6.419 0.38
O -2.858 0.715 -5.354 -0.45
H 3.894 2.383 8.115 0.47
C 4.159 -8.314 3.868 -1.69
C -3.462 -6.462 -0.943 1.71
H 3.820 0.063 -7.391 0.27
H -4.103 4.764 -9.815 0.41
H 0.343 3.271 -6.277 0.41
H -3.199 6.852 -9.645 0.47
H 1.379 1.079 2.745 0.23
H 0.303 -5.763 4.263 0.47
C 0.991 -6.394 4.824 -1.26
C 1.291 -0.599 -1.187 0.34
N 4.195 5.047 7.645 0.30
H -2.461 -7.742 0.493 0.53
C 5.989 3.316 6.814 -1.60
H 0.933 6.207 2.527 0.21
H -2.570 0.374 -4.504 0.24
C 3.373 7.332 7.504 -1.84
H -2.313 3.824 -6.294 0.34
C -3.426 -0.577 4.092 -1.00
H 7.390 4.076 8.666 0.39
N -0.029 -0.033 -1.488 -0.62
C -6.900 2.163 -3.506 -1.41
H -4.287 4.310 -8.281 0.40
C 2.265 -4.298 5.479 -1.92
C 3.478 -7.972 5.201 1.55
H -2.728 3.429 -0.498 0.30
H -6.521 0.317 -1.299 0.33
O -3.912 -0.791 1.795 -0.39
H -0.947 6.865 -5.938 0.34
N -6.962 1.225 -1.326 -0.75
C -6.869 -6.575 -0.789 -1.63
H 6.154 -1.004 -7.398 0.25
N 3.492 -6.495 5.358 0.23
C 4.593 6.420 7.247 1.41
O 3.184 4.440 6.898 -0.45
H 5.557 7.289 9.063 0.41
H 2.895 0.185 2.251 0.31
H 3.946 -0.959 -8.667 0.33
C -6.103 -5.834 1.688 -1.69
H 1.290 -8.053 3.366 0.32
H 1.515 -3.656 5.018 0.41
H 0.097 -8.399 4.515 0.36
H -4.971 -8.149 1.757 0.41
H -0.485 0.123 -0.600 0.25
H 2.418 1.199 -0.957 0.32
H 4.906 -5.751 6.179 0.38
N -1.608 4.892 -7.397 0.50
O 2.072 7.912 2.134 -0.52
H 4.205 5.951 5.177 0.43
H -3.886 -2.035 -6.743 0.37
H -2.466 -8.346 -1.107 0.45
H 1.914 -0.054 -3.118 0.29
C -2.148 -5.712 -0.730 -2.06
H 6.076 1.014 -6.626 0.31
H 0.332 0.870 -1.758 0.28
H -3.149 3.314 -9.232 0.40
C 1.398 6.499 0.391 -0.88
H -4.909 -1.964 3.144 0.27
C -5.324 -8.096 0.728 -0.99
C 1.860 -0.966 -2.523 -1.41
H 1.081 4.707 -5.384 0.38
H 3.827 3.385 9.514 0.43
H -7.275 -5.640 -1.174 0.31
H 1.228 -1.723 -2.988 0.31
H -6.688 -7.259 -1.618 0.33
C 0.269 5.652 -9.526 -0.75
H 6.168 4.737 9.773 0.38
H -3.583 6.729 -7.973 0.38
H 3.171 -3.695 5.426 0.44
C -2.827 -0.250 -6.402 -0.20
H -1.049 4.002 -10.181 0.38
H -2.982 2.583 1.068 0.22
C 0.758 4.963 -8.243 -1.06
C -3.464 3.085 0.229 -0.80
C -0.150 6.689 -6.661 -1.83
H 2.591 4.051 7.545 0.35
H -6.585 1.652 -0.492 0.34
H 2.528 -4.410 2.898 0.43
C -5.047 2.887 -1.549 -0.74
H 4.381 -9.360 3.659 0.44
H 6.886 2.755 7.078 0.37
H -1.935 -4.965 -1.494 0.43
H -5.547 3.751 -1.111 0.39
H 5.002 7.528 5.419 0.51
H 2.097 -9.609 5.055 0.38
H 0.798 3.903 -8.496 0.35
H 0.868 6.801 -6.290 0.52
H -6.826 -6.489 2.173 0.39
H -2.037 7.524 -8.652 0.31
H -3.404 0.509 4.178 0.28
H 1.742 5.362 -7.999 0.47
H 1.869 5.516 0.382 0.24
C 4.984 6.482 5.725 -1.85
H 7.411 5.950 7.149 0.32
H -4.261 -5.781 -2.898 0.40
H 5.180 2.221 9.281 0.38
H 3.072 -0.155 -0.141 0.38
C 4.394 -0.030 -8.313 -0.84
H 5.319 -8.185 6.415 0.46
H -3.660 -1.625 -5.031 0.28
H 6.054 3.975 5.948 0.31
H 2.018 -4.477 6.526 0.42
O -4.868 -4.532 -0.752 -0.46
H 0.014 7.496 1.775 0.27
H 0.664 -6.350 5.863 0.41
H 2.557 7.181 6.797 0.39
H -0.272 7.430 -7.451 0.31
H -2.005 -5.212 0.228 0.41
H -7.602 1.350 -3.692 0.36
H 1.924 -8.405 6.359 0.37
H -4.330 3.308 -2.254 0.44
H -4.892 -0.943 -6.177 0.27
H -4.294 -7.478 -2.749 0.34
O -2.534 4.751 -6.407 -0.42
O 4.754 -5.960 5.254 -0.49
C -6.010 1.834 -2.227 0.26
O -4.400 2.253 -0.511 -0.13
C 2.175 0.966 2.009 -0.78
C -0.179 5.266 -7.055 1.62
H 6.331 -0.681 -9.027 0.31
H 7.778 6.324 8.823 0.35
O 6.240 1.007 -7.572 -0.53
C 2.045 -8.545 5.285 -1.13
H -1.571 5.438 -10.869 0.46
H -1.290 -6.382 -0.787 0.42
H 5.937 6.093 5.366 0.31
C -2.217 5.231 -8.730 1.08
H 3.656 8.380 7.409 0.39
C 0.992 7.014 1.797 -0.23
C 4.279 -8.511 6.437 -1.98
H 2.650 1.937 1.865 0.30
C -5.666 -6.512 0.256 1.06
C -2.744 6.695 -8.667 -1.67
H -6.262 -8.621 0.543 0.45
C 6.512 4.718 8.739 -1.15
C 1.066 -7.908 4.423 -0.60
O 1.494 0.735 0.762 -0.18
C -3.106 -7.849 -0.379 -1.41
H -5.435 0.972 -2.565 0.22
H -3.743 -0.951 5.065 0.36
H 6.269 7.828 7.478 0.43
N -4.519 -5.775 -0.162 0.49
C -3.848 -1.217 -6.024 -1.05
C -4.470 -0.969 3.068 -0.23
```

Output
- orbital gap (hartree) = 0.2762
- SMILES string = CC1(C)CCCC(C)(C)N1O.CC1(C)CCCC(C)(C)N1O.CC1(C)CCCC(C)(C)N1O.CC1(C)CCCC(C)(C)N1O.COC[C@H](C)N.COC[C@H](C)N.CCO.CCO.CCO.CCO
- E_HOMO (eV) = -7.43
- energy relative to the best compared isomer or geometry (same formula, charge and spin) (kcal/mol) = 156.99
- lowest unoccupied orbital energy (eV) = 0.08